Computed, not measured: an isolated ion of composition C19H24Cl3FNO2S and charge +1 in a non-equilibrium geometry, with the ωB97M-V functional and the def2-TZVPD basis.

## Properties
F_max, eV/A: 3.85
HOMO-LUMO gap, eV: 7.6
HOMO, eV: -12.472
SMILES: C[C@H](F)Cc1ccc2cc[n+](CCCCS(=O)(=O)Cl)c([C@@H](Cl)[C@@H](C)Cl)c2c1
Net charge: +1
DFT total energy, Ha: -2821.91924

Structure (XYZ):
```
51
C19H24Cl3FNO2S, DFT the ωB97M-V functional and the def2-TZVPD basis
C 3.037 0.557 3.403
C 3.766 1.877 2.946
F 4.730 2.272 3.894
C 2.750 3.060 2.588
C 2.162 2.704 1.181
C 3.001 2.982 -0.027
C 2.452 2.625 -1.327
C 1.121 1.981 -1.408
C 0.576 1.598 -2.739
C -0.707 0.947 -2.778
N -1.501 0.683 -1.638
C -2.791 0.000 -1.910
C -2.608 -1.418 -2.605
C -1.290 -2.191 -2.176
C -1.575 -3.693 -1.767
S -0.007 -4.613 -1.989
O 0.966 -4.296 -0.941
O 0.607 -4.380 -3.293
Cl -0.479 -6.629 -1.827
C -1.078 1.048 -0.374
C -1.987 0.794 0.888
Cl -3.540 1.769 0.770
C -2.225 -0.761 1.174
C -1.618 -1.087 2.623
Cl -4.005 -1.199 1.313
C 0.264 1.694 -0.207
C 0.842 2.089 1.108
H 1.958 0.738 3.698
H 3.544 0.141 4.316
H 3.039 -0.237 2.611
H 4.295 1.633 1.974
H 3.296 4.037 2.605
H 1.888 3.022 3.312
H 4.019 3.440 0.069
H 3.010 2.792 -2.287
H 1.108 1.786 -3.707
H -1.092 0.634 -3.783
H -3.368 0.661 -2.613
H -3.430 -0.154 -1.008
H -2.615 -1.355 -3.726
H -3.479 -2.074 -2.309
H -0.742 -1.716 -1.311
H -0.564 -2.155 -3.042
H -1.793 -3.688 -0.657
H -2.460 -4.148 -2.282
H -1.481 1.202 1.805
H -1.694 -1.445 0.466
H -0.501 -1.169 2.613
H -1.990 -0.248 3.288
H -2.130 -2.011 3.017
H 0.318 1.899 2.071
```